Molecular formula: C7H12Si
Method: DFT, wB97M-V/def2-TZVPD

Results
charge: 0
energy relative to the best compared isomer or geometry (same formula, charge and spin): 127.0 kJ/mol
Kohn-Sham gap: 10.30 eV
electronic energy: -563.33728 hartree
structure (SMILES): CC#C[SiH]1CCCC1
lowest unoccupied orbital energy: 0.95 eV
HOMO energy: -0.344 Eh

Last column: Löwdin charge in e.
Atoms and positions in Å:
C 2.561 -0.027 0.043  -0.21
C 1.570 -0.088 0.713  -0.12
C -2.145 -0.495 -0.587  -0.29
C -1.696 0.993 -0.601  -0.29
C -1.050 -1.389 0.013  -0.29
C -1.322 1.242 0.864  -0.28
C 3.854 -0.071 -0.580  -0.11
Si -0.224 -0.248 1.301  0.66
H -3.101 -0.623 0.075  0.13
H -2.426 -0.893 -1.650  0.12
H -0.891 1.195 -1.311  0.11
H -2.542 1.542 -0.989  0.10
H -1.379 -2.276 0.508  0.05
H -0.272 -1.649 -0.692  0.06
H -0.927 2.217 0.888  0.04
H -2.354 1.337 1.333  0.10
H 4.313 0.904 -0.567  0.07
H 4.499 -0.678 0.129  0.12
H 3.633 -0.226 -1.614  0.07
H -0.101 -0.766 2.723  -0.02

Atoms 1-6, force components in eV/Å:
C 0.2657 0.1504 0.6519
C -2.3561 0.2992 0.5959
C -1.5514 -1.4141 -1.3700
C -0.4800 -1.8507 -0.1891
C 0.5117 1.1003 0.7208
C -1.7433 0.2415 -0.1766